Molecular formula: H7N3P2
Method: DFT, wB97M-V/def2-TZVPD

M = 111.0 g/mol
gap between HOMO and LUMO = 9.31 eV
ΔE to the lowest compared entry with this formula, charge and spin = 0.00 kcal/mol
electronic energy = -851.1628 Ha
highest occupied orbital energy = -0.3068 hartree
SMILES string = NPNPN

ORCA input file:
```
! wB97M-V def2-TZVPD RIJCOSX def2/J DEFGRID3
* xyz 0 1
N -1.16 -0.36 -1.88
P -0.48 1.13 -1.39
N 0.61 0.51 -0.19
P 0.60 0.86 1.47
N 0.35 -0.74 2.08
H -1.66 -0.32 -2.75
H -1.77 -0.80 -1.14
H 0.49 1.26 -2.40
H 0.98 -0.37 -0.63
H 2.12 0.61 1.65
H -0.66 -0.88 2.16
H 0.58 -0.92 3.03
*
```

Atom charges from the Mulliken analysis, given in e for atoms 1 to 8: N -0.55; P 0.05; N -0.32; P 0.05; N -0.58; H 0.24; H 0.22; H 0.03